Entry 1:
{"formula": "C16H60N6O14", "method": "the ωB97M-V functional and the def2-TZVPD basis", "elements": ["C", "C", "O", "H", "H", "H", "H", "H", "H", "C", "C", "O", "H", "H", "H", "H", "H", "H", "C", "O", "N", "N", "H", "H", "H", "H", "C", "O", "N", "N", "H", "H", "H", "H", "C", "O", "N", "N", "H", "H", "H", "H", "C", "O", "H", "H", "H", "H", "C", "O", "H", "H", "H", "H", "C", "O", "H", "H", "H", "H", "C", "O", "H", "H", "H", "H", "C", "O", "H", "H", "H", "H", "C", "O", "H", "H", "H", "H", "C", "O", "H", "H", "H", "H", "C", "O", "H", "H", "H", "H", "C", "O", "H", "H", "H", "H"], "xyz": [[20.515, -13.497, -7.703], [21.491, -13.189, -8.889], [22.021, -14.456, -9.205], [19.689, -14.098, -7.974], [19.951, -12.537, -7.449], [20.869, -13.988, -6.857], [22.293, -12.524, -8.619], [20.985, -12.763, -9.730], [22.792, -14.282, -9.739], [17.127, -12.943, -8.693], [17.974, -13.094, -9.958], [17.177, -13.365, -11.083], [17.815, -13.044, -7.872], [16.303, -13.617, -8.650], [16.663, -12.006, -8.708], [18.751, -13.876, -9.921], [18.454, -12.195, -10.296], [17.772, -13.348, -11.872], [19.965, -13.550, -12.701], [21.087, -14.048, -11.931], [19.635, -12.320, -12.837], [19.052, -14.327, -13.275], [20.381, -11.643, -12.561], [18.841, -11.910, -13.419], [19.122, -15.427, -13.226], [18.339, -14.033, -13.977], [24.261, -15.339, -12.828], [25.244, -16.225, -13.096], [23.300, -15.713, -12.058], [24.095, -14.134, -13.363], [23.327, -16.676, -11.629], [22.442, -15.138, -11.954], [24.921, -13.790, -13.815], [23.438, -13.406, -12.908], [23.976, -12.236, -11.002], [24.313, -13.343, -10.237], [24.649, -11.156, -10.864], [22.895, -12.096, -11.682], [25.513, -11.267, -10.236], [24.417, -10.196, -11.276], [22.132, -12.775, -11.534], [22.587, -11.167, -12.040], [17.770, -16.105, -7.436], [17.425, -16.786, -6.214], [18.363, -15.188, -7.173], [16.821, -15.850, -7.976], [18.294, -16.889, -7.991], [18.199, -16.766, -5.583], [22.341, -10.570, -5.836], [23.483, -10.187, -5.045], [21.919, -11.521, -5.396], [22.661, -10.869, -6.815], [21.666, -9.765, -5.942], [23.870, -11.011, -4.909], [18.876, -9.991, -6.381], [19.098, -8.834, -7.206], [18.440, -9.816, -5.400], [19.682, -10.674, -6.240], [18.195, -10.633, -6.972], [19.407, -9.164, -8.082], [20.525, -17.108, -10.915], [19.844, -16.470, -9.884], [19.943, -17.987, -11.065], [21.549, -17.274, -10.520], [20.475, -16.509, -11.853], [20.379, -15.700, -9.680], [24.546, -13.134, -6.796], [25.240, -14.264, -7.179], [24.409, -12.631, -7.747], [25.235, -12.519, -6.169], [23.599, -13.302, -6.281], [24.932, -14.552, -8.006], [21.591, -17.018, -7.105], [22.688, -16.173, -7.331], [20.751, -16.412, -6.788], [21.899, -17.655, -6.285], [21.241, -17.623, -7.881], [22.492, -15.584, -8.079], [26.394, -16.244, -9.822], [25.005, -16.023, -9.567], [26.766, -17.163, -9.314], [26.999, -15.392, -9.483], [26.566, -16.437, -10.874], [24.574, -15.468, -10.193], [21.015, -14.470, -4.432], [19.771, -15.100, -4.441], [20.964, -13.407, -4.803], [21.758, -15.058, -5.030], [21.456, -14.584, -3.406], [19.911, -16.034, -4.186], [21.209, -9.532, -9.376], [20.011, -10.281, -9.319], [22.092, -10.125, -9.614], [21.534, -9.035, -8.507], [21.116, -8.765, -10.189], [19.764, -10.576, -10.194]], "forces_ev_per_angstrom": [[-1.11, 3.65, -1.74], [-1.01, -1.48, 2.37], [-0.52, -0.16, -0.56], [-0.56, -0.93, -1.10], [1.08, -0.95, 0.15], [1.44, -0.36, 1.29], [0.34, 0.39, 0.42], [-0.69, 0.21, -0.52], [1.19, 0.01, -0.67], [1.43, -0.39, -1.24], [0.16, -0.62, -0.43], [-0.73, -0.49, -1.87], [-0.26, 0.03, 0.62], [-0.20, -1.06, 0.02], [-0.45, 1.73, 0.19], [-0.24, 0.11, 0.57], [0.77, 1.00, 0.98], [-1.06, -0.28, 1.31], [3.99, -5.35, 2.74], [-6.35, 3.06, -3.99], [0.89, 6.48, -0.10], [-0.63, -5.30, -1.00], [-1.34, -0.71, -0.43], [1.66, -1.22, 1.17], [0.10, 3.25, 0.16], [1.19, 0.04, 1.06], [5.07, -4.95, -1.96], [-3.44, 4.40, 0.75], [-3.42, -2.24, 3.23], [-0.55, 2.84, -0.34], [0.12, 1.79, -0.95], [0.89, -0.93, -0.12], [0.08, 0.24, -0.20], [1.78, -2.06, -1.29], [1.73, -5.26, 5.78], [-1.70, 4.59, -3.94], [4.91, 4.25, 1.43], [-4.39, 0.51, -2.37], [-1.83, 0.56, -1.50], [0.56, -2.36, 0.89], [0.08, -0.21, -0.36], [0.82, -1.17, 0.59], [-0.18, -0.54, 0.78], [0.57, 0.28, 1.30], [-0.52, -0.94, -0.67], [0.86, -0.11, 0.63], [0.36, 0.94, -0.58], [-1.28, 0.21, -1.34], [1.01, -1.73, 0.96], [-1.77, 1.76, -0.87], [-0.24, 1.25, -0.31], [0.28, -0.07, -0.88], [-0.83, 0.76, 0.34], [1.64, -1.93, 0.73], [-1.51, -0.67, -1.80], [0.71, -0.30, 0.55], [-0.03, 0.74, -0.23], [1.39, 0.07, 0.15], [-0.32, 0.14, 0.59], [-0.75, 0.13, 1.11], [0.24, 0.51, 0.04], [-0.77, 0.94, 0.49], [0.19, -1.16, -0.37], [-0.29, -0.40, -1.01], [0.57, -0.37, 0.43], [0.13, 0.44, 0.38], [1.01, 0.97, -0.40], [1.27, -0.56, 2.29], [-0.70, 1.05, 0.10], [-0.63, -0.29, -0.23], [-0.17, -0.21, 0.07], [-0.65, -1.07, -1.85], [0.56, 1.16, 1.83], [0.33, -0.26, -0.30], [-0.65, 0.06, 0.30], [-0.17, -0.30, 0.26], [-0.15, -0.93, -1.72], [0.05, -0.14, 0.27], [0.10, -0.20, -0.08], [0.59, -1.29, 1.60], [-0.70, 0.69, 0.08], [-0.10, -0.14, -0.06], [0.00, 0.23, -0.37], [0.23, 0.77, -1.16], [2.23, -0.53, 0.58], [-1.06, -0.83, -0.19], [-0.17, -1.24, 0.66], [-0.51, 0.74, -0.16], [-0.34, 0.94, -0.56], [-0.06, 0.84, -0.16], [0.73, 0.31, -3.02], [0.32, 0.01, 0.93], [-0.05, -0.58, -0.26], [-0.70, 0.52, 1.56], [0.16, -0.34, 0.68], [-0.04, 0.00, -0.15]], "gap_ev": 7.57, "e_lumo_ev": -1.27, "multiplicity": 1, "total_charge": 0, "relative_energy_kcal_mol": 59.78}

Entry 2:
{"formula": "C31H25AuF3N2O3P2S", "method": "the ωB97M-V functional and the def2-TZVPD basis", "elements": ["Au", "F", "C", "F", "F", "C", "C", "C", "C", "N", "C", "S", "H", "H", "H", "C", "P", "C", "C", "C", "C", "C", "C", "C", "C", "C", "C", "C", "C", "P", "C", "C", "C", "C", "C", "C", "C", "C", "C", "C", "C", "C", "H", "H", "H", "H", "H", "H", "H", "H", "H", "H", "H", "H", "H", "H", "H", "H", "H", "H", "H", "H", "H", "H", "O", "N", "O", "O"], "xyz": [[-2.596, 1.361, 1.531], [-4.849, -4.072, 4.507], [-4.595, -3.140, 3.548], [-4.006, -3.800, 2.534], [-5.796, -2.726, 3.106], [-3.747, -2.031, 4.087], [-3.410, -2.028, 5.428], [-2.614, -1.017, 5.944], [-2.168, -0.049, 5.061], [-2.489, -0.028, 3.773], [-3.299, -0.974, 3.253], [-3.744, -0.771, 1.600], [-3.774, -2.820, 6.069], [-2.351, -0.986, 6.993], [-1.512, 0.753, 5.388], [1.599, 1.015, 0.166], [-0.252, 0.863, 0.551], [-0.251, -0.947, 0.864], [0.286, -1.263, 2.116], [0.344, -2.572, 2.565], [-0.153, -3.599, 1.772], [-0.704, -3.296, 0.538], [-0.754, -1.983, 0.087], [-0.927, 1.326, -1.096], [-1.834, 0.628, -1.887], [-2.350, 1.201, -3.044], [-1.985, 2.484, -3.419], [-1.110, 3.205, -2.620], [-0.593, 2.632, -1.473], [2.455, -0.386, -0.699], [4.077, 0.416, -1.070], [4.571, 1.540, -0.414], [5.830, 2.046, -0.720], [6.618, 1.432, -1.678], [6.146, 0.295, -2.328], [4.893, -0.208, -2.021], [1.769, -0.368, -2.409], [1.292, -1.565, -2.931], [0.798, -1.626, -4.229], [0.768, -0.483, -5.010], [1.242, 0.720, -4.496], [1.746, 0.775, -3.207], [2.078, 1.072, 1.146], [1.763, 1.967, -0.341], [0.635, -0.461, 2.760], [0.760, -2.791, 3.542], [-0.125, -4.624, 2.122], [-1.121, -4.087, -0.076], [-1.194, -1.791, -0.879], [-2.187, -0.350, -1.598], [-3.053, 0.638, -3.647], [-2.400, 2.930, -4.315], [-0.861, 4.229, -2.870], [0.049, 3.222, -0.828], [3.968, 2.036, 0.338], [6.197, 2.927, -0.206], [7.594, 1.834, -1.922], [6.760, -0.197, -3.073], [4.527, -1.093, -2.531], [1.310, -2.454, -2.309], [0.427, -2.565, -4.625], [0.367, -0.521, -6.016], [1.215, 1.617, -5.103], [2.126, 1.714, -2.820], [-2.962, 5.448, 1.635], [-2.855, 4.220, 1.634], [-2.795, 3.557, 2.705], [-2.796, 3.569, 0.545]], "forces_ev_per_angstrom": [[-0.35, -0.01, -0.44], [-0.03, 0.02, -0.12], [-0.01, -0.06, 0.03], [-0.05, -0.01, 0.04], [0.04, -0.05, 0.02], [0.08, 0.14, -0.02], [0.00, -0.01, -0.03], [0.02, 0.00, 0.05], [-0.04, -0.12, -0.16], [-0.01, -0.15, 0.40], [0.10, -0.04, 0.24], [0.17, 0.29, 0.00], [0.02, 0.01, -0.02], [0.02, 0.00, -0.03], [-0.05, 0.00, 0.02], [-0.24, -0.11, 0.02], [0.22, -0.26, -0.37], [-0.10, 0.02, 0.10], [-0.07, -0.01, -0.01], [0.02, 0.00, -0.01], [0.00, 0.03, 0.00], [0.00, -0.02, -0.01], [0.07, -0.03, -0.07], [0.15, 0.02, -0.05], [-0.02, -0.02, 0.01], [0.04, -0.02, -0.02], [0.00, -0.04, -0.04], [0.00, 0.03, 0.02], [-0.03, -0.10, 0.00], [0.01, 0.14, 0.04], [0.01, -0.15, -0.04], [-0.04, 0.03, 0.00], [0.03, 0.00, 0.01], [-0.02, -0.02, -0.02], [0.00, 0.01, 0.02], [0.00, 0.08, 0.03], [-0.03, 0.06, 0.16], [0.01, -0.01, 0.05], [-0.05, -0.03, 0.00], [-0.01, 0.04, 0.03], [0.00, 0.04, 0.00], [-0.04, -0.02, -0.07], [0.06, 0.07, 0.02], [0.00, 0.02, 0.03], [-0.01, -0.02, 0.01], [-0.01, 0.02, -0.02], [-0.01, 0.02, 0.00], [0.02, 0.03, 0.01], [0.04, 0.03, -0.02], [0.00, 0.02, 0.04], [0.01, 0.01, 0.02], [0.00, 0.00, 0.02], [0.03, -0.03, 0.00], [-0.05, 0.05, -0.03], [0.06, 0.01, -0.04], [-0.04, -0.02, 0.00], [-0.01, -0.02, 0.01], [-0.03, 0.01, 0.01], [0.03, 0.01, -0.02], [-0.02, 0.01, -0.01], [0.01, 0.02, 0.02], [0.02, 0.00, 0.01], [-0.01, -0.02, 0.02], [-0.02, -0.01, 0.01], [0.03, -0.50, -0.01], [0.02, 0.03, 0.03], [0.00, 0.34, -0.22], [0.09, 0.24, 0.32]], "gap_ev": 7.19, "e_lumo_ev": 2.46, "multiplicity": 1, "total_charge": -1, "relative_energy_kcal_mol": 28.78}

Entry 3:
{"formula": "C10H30ClIIrP3", "method": "the ωB97M-V functional and the def2-TZVPD basis", "elements": ["C", "I", "H", "H", "H", "Ir", "P", "C", "C", "H", "H", "H", "H", "H", "H", "C", "H", "H", "H", "P", "C", "C", "H", "H", "H", "C", "H", "H", "H", "H", "H", "H", "Cl", "C", "P", "C", "C", "H", "H", "H", "H", "H", "H", "H", "H", "H"], "xyz": [[-0.082, 2.440, 0.287], [1.695, 1.552, 0.710], [-0.908, 2.821, -0.440], [-0.469, 2.675, 1.277], [-0.476, 1.441, -0.070], [-1.709, -2.266, -0.456], [0.762, 3.820, -0.997], [0.579, 5.158, 0.251], [2.160, 3.129, -1.978], [2.522, 3.806, -2.758], [-0.121, 4.816, -3.011], [1.829, 2.204, -2.472], [-0.235, 3.025, -3.068], [1.063, 4.828, 1.171], [3.048, 2.864, -1.330], [-0.383, 3.915, -2.437], [1.053, 6.136, 0.000], [-1.454, 3.979, -2.173], [-0.475, 5.340, 0.478], [0.264, -3.188, -0.572], [0.276, -4.445, 0.735], [-0.499, -3.883, -2.124], [2.098, -2.547, -2.090], [2.434, -4.082, -1.221], [2.657, -2.496, -0.401], [2.033, -3.054, -1.115], [0.020, -3.449, -2.957], [-0.242, -4.951, -2.023], [0.212, -5.426, 0.233], [-0.591, -4.291, 1.379], [-1.598, -3.748, -2.249], [1.192, -4.374, 1.321], [-0.715, -0.637, -1.828], [-1.585, 0.767, 2.621], [-0.651, -0.528, 1.639], [0.266, -1.345, 2.993], [-2.142, -1.630, 1.382], [-0.864, 1.492, 3.013], [-2.133, 0.295, 3.459], [-2.306, 1.250, 1.953], [1.133, -0.692, 3.209], [-0.365, -1.409, 3.895], [0.616, -2.310, 2.677], [-2.159, -2.425, 2.152], [-3.060, -1.036, 1.313], [-2.690, -3.541, -0.381]], "forces_ev_per_angstrom": [[-5.15, 0.91, -3.23], [5.36, -3.27, 2.37], [-0.66, 0.33, 0.72], [0.04, 0.50, -0.36], [0.02, 0.53, 0.34], [-1.32, -0.33, -0.55], [-1.35, -0.41, -1.23], [1.33, 1.03, -0.37], [2.18, 0.18, 1.32], [-0.32, 0.24, 0.15], [-0.06, -0.24, 0.09], [-0.33, 0.27, 0.39], [0.05, 0.32, 0.31], [0.09, -0.18, -0.05], [-0.98, 0.46, -0.86], [-0.45, 0.42, 0.51], [-0.36, -0.77, -0.15], [0.48, 0.09, 0.04], [-0.04, -0.30, -0.43], [2.31, -1.18, -0.07], [0.02, -0.57, -0.58], [0.45, -0.57, 0.82], [-0.12, -0.17, 0.38], [-0.18, 0.49, 0.06], [-0.30, -0.25, -0.10], [-0.02, 0.04, -0.10], [0.09, 0.22, -0.45], [-0.60, 0.23, -0.39], [0.09, 0.13, 0.57], [0.13, -0.25, -0.07], [0.39, -0.23, -0.05], [0.07, -0.12, -0.01], [-0.13, 1.30, -0.46], [0.62, 0.53, -0.52], [-2.87, -1.06, 2.62], [0.81, 1.01, -0.19], [0.49, 1.01, -0.15], [-0.27, 0.03, 0.08], [0.43, -0.06, -0.56], [0.10, 0.04, 0.24], [-0.30, -0.48, 0.05], [0.04, -0.01, -0.51], [0.20, -0.51, -0.01], [0.02, 0.32, -0.37], [0.09, -0.15, 0.50], [-0.10, 0.49, 0.29]], "gap_ev": [6.34, 5.26], "e_lumo_ev": [-6.04, -9.49], "multiplicity": 5, "total_charge": 2, "relative_energy_kcal_mol": 120.32}

Entry 4:
{"formula": "C19H31CoN5O6S", "method": "the ωB97M-V functional and the def2-TZVPD basis", "elements": ["Co", "C", "N", "C", "C", "O", "C", "O", "C", "C", "O", "N", "C", "C", "H", "H", "H", "H", "H", "H", "H", "H", "H", "H", "H", "H", "H", "H", "H", "H", "O", "C", "N", "S", "O", "O", "C", "C", "C", "C", "C", "C", "H", "H", "H", "H", "N", "C", "C", "N", "C", "C", "H", "H", "H", "H", "H", "H", "H", "H", "H", "H", "H"], "xyz": [[-0.166, -0.100, 0.266], [-2.208, -3.793, 3.384], [-1.831, -3.301, 2.064], [-2.103, -4.292, 1.012], [-1.319, -2.115, 1.747], [-0.917, -1.863, 0.576], [-1.170, -1.031, 2.818], [-1.032, 0.193, 2.080], [-1.410, 1.527, 2.455], [-1.188, 2.338, 1.189], [-0.682, 1.786, 0.184], [-1.633, 3.603, 1.215], [-1.947, 4.344, 2.420], [-1.583, 4.413, -0.011], [-2.523, -2.978, 4.037], [-1.365, -4.336, 3.779], [-3.114, -4.409, 3.205], [-2.106, -5.284, 1.436], [-1.381, -4.133, 0.199], [-3.108, -4.132, 0.562], [-0.190, -1.180, 3.322], [-1.935, -1.008, 3.652], [-0.738, 1.894, 3.270], [-2.439, 1.504, 2.841], [-1.472, 3.930, 3.284], [-3.028, 4.333, 2.562], [-1.607, 5.407, 2.396], [-1.647, 3.823, -0.925], [-0.713, 5.082, -0.059], [-2.474, 5.037, 0.005], [1.930, -1.531, -1.855], [2.387, -1.080, -0.784], [1.645, -0.576, 0.224], [2.451, -0.072, 1.622], [1.999, 1.269, 1.938], [2.446, -1.102, 2.621], [3.953, -0.113, 0.737], [5.167, 0.293, 1.152], [6.306, -0.011, 0.400], [6.233, -0.663, -0.828], [4.978, -1.102, -1.263], [3.837, -0.828, -0.504], [5.238, 0.875, 2.066], [7.273, 0.217, 0.846], [7.139, -0.828, -1.432], [4.890, -1.554, -2.260], [-1.641, 0.357, -4.548], [-1.997, -0.874, -3.824], [-1.836, -0.660, -2.283], [-0.491, -0.207, -1.936], [-0.219, 1.036, -2.705], [-0.219, 0.794, -4.180], [-2.252, 1.124, -4.278], [-1.784, 0.283, -5.602], [-1.296, -1.658, -4.229], [-3.039, -1.143, -4.079], [-2.067, -1.583, -1.809], [-2.533, 0.146, -1.971], [0.249, -0.892, -2.169], [0.748, 1.403, -2.386], [-0.980, 1.709, -2.314], [0.506, 0.028, -4.538], [0.009, 1.682, -4.795]], "forces_ev_per_angstrom": [[-0.27, 0.47, -1.02], [-1.08, 0.64, -0.34], [-0.17, 0.29, -0.64], [-0.07, 0.92, -1.13], [-0.26, -0.70, 0.01], [-1.29, -0.93, 0.74], [0.53, 0.43, 1.41], [-0.40, -0.03, 0.06], [0.76, -1.02, 1.24], [-0.73, 0.88, 0.45], [-0.77, 1.32, 0.06], [1.47, -0.56, -1.35], [-0.62, 0.74, 0.33], [-0.34, 0.37, -0.08], [0.26, -0.12, 0.10], [-0.03, -0.39, 0.44], [0.76, 0.11, 0.52], [0.41, -0.19, -0.02], [-0.12, -0.52, 0.38], [0.44, 0.08, 0.46], [-0.43, -0.18, -0.15], [0.48, 0.10, -1.33], [-0.38, -0.24, -0.57], [0.15, 0.35, -0.34], [0.23, -0.41, 0.46], [-0.01, 0.17, 0.16], [-0.18, -0.89, -0.48], [0.22, -0.24, 0.31], [-0.08, -0.37, 0.17], [-0.02, 0.14, 0.01], [0.40, 0.45, 1.22], [0.64, -0.02, -1.25], [-0.35, -0.03, 1.20], [0.48, 0.00, -2.26], [-0.07, -0.85, 0.10], [-0.48, 0.39, 0.10], [0.46, -1.27, -1.75], [1.02, 0.59, 0.81], [0.50, -0.08, 0.12], [-0.11, 0.01, 0.47], [-0.71, 0.38, -0.67], [0.33, 0.43, 1.18], [0.28, -0.20, 0.03], [-0.16, 0.24, -0.35], [-0.60, -0.02, 0.43], [-0.13, 0.01, 0.60], [0.59, 0.71, -1.74], [-0.14, -1.44, 0.26], [0.32, 0.91, -1.56], [-0.05, 0.06, -0.50], [0.42, -0.95, 1.50], [-0.10, 0.27, -1.53], [-0.22, 0.13, 0.17], [0.42, -0.19, 1.55], [-0.79, 0.62, 0.63], [0.55, 0.07, 0.11], [-0.26, -0.66, 0.57], [0.07, -0.58, 0.00], [-0.11, -0.15, 0.30], [0.24, 0.24, -0.04], [0.02, 0.61, -0.59], [-0.68, 0.21, 0.58], [-0.22, -0.13, 0.48]], "gap_ev": [8.52, 8.56], "e_lumo_ev": [-5.13, -5.14], "multiplicity": 4, "total_charge": 2, "relative_energy_kcal_mol": 1.06}